[1]
C21H19F4N7P2Pd as an isolated structure. Source: OMol25; level of theory: wB97M-V/def2-TZVPD.

The energy is -2404.85052 hartree. The calculation puts the HOMO energy at -8.17 eV. As for the net charge: 0. The HOMO-LUMO gap comes out at 0.173 Ha.

Atoms and positions in Å:
Pd (1.279, 0.485, -0.461)
C (4.371, 1.474, -0.975)
P (3.330, 1.254, 0.507)
C (3.829, 2.672, 1.525)
C (4.096, -0.201, 1.334)
C (3.711, -1.473, 0.569)
P (1.887, -1.534, 0.315)
C (1.649, -3.072, -0.617)
C (1.266, -1.968, 1.978)
H (5.434, 1.442, -0.726)
H (4.134, 2.442, -1.417)
H (4.139, 0.709, -1.713)
H (4.916, 2.702, 1.617)
H (3.377, 2.608, 2.515)
H (3.480, 3.590, 1.050)
H (3.697, -0.244, 2.352)
H (5.179, -0.083, 1.408)
H (4.029, -2.374, 1.097)
H (4.182, -1.485, -0.416)
H (2.160, -3.893, -0.111)
H (2.041, -2.963, -1.627)
H (0.585, -3.303, -0.682)
H (1.977, -2.618, 2.490)
H (0.313, -2.490, 1.883)
H (1.102, -1.065, 2.564)
N (0.671, 6.528, 0.402)
C (1.016, 5.639, -0.253)
N (1.489, 4.680, -1.015)
C (1.176, 3.466, -1.130)
N (0.952, 2.332, -1.336)
F (-1.589, -0.935, 0.997)
C (-2.783, -0.759, 0.426)
C (-3.432, -1.826, -0.050)
F (-2.844, -3.016, 0.028)
C (-4.767, -1.745, -0.635)
C (-5.332, -0.398, -0.646)
C (-4.683, 0.669, -0.171)
F (-5.280, 1.851, -0.226)
C (-3.332, 0.591, 0.383)
C (-2.641, 1.666, 0.804)
C (-1.265, 1.592, 1.220)
N (-0.168, 1.572, 1.552)
C (-3.170, 3.008, 0.827)
N (-3.525, 4.098, 0.873)
F (-6.546, -0.232, -1.154)
C (-5.428, -2.824, -1.109)
C (-6.749, -2.766, -1.684)
N (-7.794, -2.811, -2.156)
C (-4.882, -4.161, -1.089)
N (-4.521, -5.250, -1.094)
C (-0.021, -0.318, -1.847)
H (-0.920, 0.301, -1.861)
H (-0.295, -1.365, -1.715)
H (0.499, -0.194, -2.796)

Atom charges from the natural (NBO) analysis, given in e for atoms 1 to 6: Pd 0.398; C -0.954; P 0.970; C -0.946; C -0.721; C -0.727

***

[2]
C21H19F5MoN9O10STe as an isolated structure at a distorted geometry. Source: OMol25; level of theory: wB97M-V/def2-TZVPD.

The energy is -3290.06886 hartree. As for the spin multiplicity: 3. As for the expectation value of S²: 2.32. The calculation puts the HOMO energy (spin up / spin down) at -10.29 / -10.79 eV. As for the net charge: +1. The HOMO-LUMO gap (spin up / spin down) comes out at 0.170 / 0.188 Ha.

Atoms and positions in Å:
Mo (1.903, -0.077, 0.261)
S (2.997, 2.114, 0.216)
C (1.597, 3.056, 0.105)
N (1.737, 4.394, -0.066)
N (0.833, 5.145, -0.553)
C (-0.379, 4.870, -1.278)
C (-1.423, 5.764, -1.112)
C (-2.573, 5.601, -1.870)
C (-2.648, 4.573, -2.797)
C (-1.578, 3.701, -2.970)
C (-0.432, 3.836, -2.206)
N (0.362, 2.565, 0.345)
N (0.324, 1.328, 0.642)
C (-0.996, 0.874, 0.994)
C (-1.169, 0.153, 2.168)
C (-2.431, -0.324, 2.481)
C (-3.497, -0.092, 1.620)
C (-3.311, 0.640, 0.455)
C (-2.057, 1.138, 0.138)
H (1.080, 6.127, -0.485)
H (-1.342, 6.570, -0.393)
H (-3.400, 6.284, -1.742)
H (-3.538, 4.455, -3.400)
H (-1.627, 2.908, -3.700)
H (0.397, 3.156, -2.354)
H (-0.324, -0.023, 2.822)
H (-2.584, -0.884, 3.394)
H (-4.477, -0.481, 1.862)
H (-4.143, 0.821, -0.213)
H (-1.886, 1.697, -0.775)
C (3.008, -2.224, 5.160)
O (2.692, -1.130, 4.278)
C (2.737, -1.287, 2.980)
O (2.434, -0.290, 2.290)
N (3.107, -2.462, 2.466)
N (3.040, -2.629, 1.085)
H (2.896, -1.823, 6.161)
H (4.038, -2.548, 5.012)
H (2.305, -3.044, 5.015)
H (3.245, -3.263, 3.062)
H (2.310, -3.299, 0.864)
H (3.939, -2.912, 0.715)
O (-4.127, -2.971, -3.079)
N (-3.787, -3.527, -2.059)
O (-4.334, -4.480, -1.551)
C (-2.589, -3.004, -1.373)
C (-1.874, -1.998, -1.972)
C (-0.750, -1.481, -1.330)
C (-0.353, -1.986, -0.079)
O (0.645, -1.500, 0.633)
C (-1.117, -3.029, 0.460)
C (-2.239, -3.541, -0.146)
N (-0.720, -3.595, 1.758)
O (-1.597, -3.781, 2.568)
O (0.469, -3.764, 1.969)
N (-0.100, -0.401, -1.937)
O (1.132, -0.049, -1.583)
O (-0.564, 0.153, -2.928)
H (-2.178, -1.598, -2.928)
H (-2.820, -4.330, 0.310)
F (2.210, -2.297, -2.094)
Te (3.620, -1.114, -2.467)
F (3.066, 0.542, -3.106)
F (3.364, -1.689, -4.193)
F (5.293, -0.453, -2.874)
F (4.628, -2.591, -1.964)
O (3.554, -0.492, -0.712)

Atom charges from the natural (NBO) analysis, given in e for atoms 1 to 6: Mo 1.455; S 0.075; C 0.069; N -0.112; N -0.259; C 0.171

***

[3]
C21H19IN5OSV as an isolated structure. Source: OMol25; level of theory: wB97M-V/def2-TZVPD.

The energy is -2800.13487 hartree. As for the spin multiplicity: 3. As for the expectation value of S²: 2.02. The calculation puts the HOMO energy (spin up / spin down) at -14.18 / -14.20 eV. As for the net charge: +2. The HOMO-LUMO gap (spin up / spin down) comes out at 0.249 / 0.259 Ha.

Atoms and positions in Å:
V (-0.064, -0.789, -0.506)
N (-4.409, -0.992, -0.505)
C (-3.147, -0.896, -0.881)
N (-2.137, -0.925, -0.044)
C (-2.384, -1.122, 1.316)
N (-1.379, -1.278, 2.130)
N (-0.192, -1.245, 1.459)
C (0.906, -1.492, 2.081)
C (2.143, -1.441, 1.303)
C (3.376, -1.787, 1.822)
C (4.485, -1.761, 0.984)
C (4.323, -1.393, -0.340)
C (3.055, -1.049, -0.791)
N (1.994, -1.063, 0.011)
C (-3.746, -1.176, 1.789)
C (-4.075, -1.313, 3.141)
C (-5.397, -1.384, 3.519)
C (-6.409, -1.328, 2.557)
C (-6.105, -1.196, 1.217)
C (-4.772, -1.120, 0.839)
H (-5.137, -0.981, -1.206)
H (-2.945, -0.794, -1.940)
H (0.910, -1.694, 3.148)
H (3.457, -2.086, 2.858)
H (5.459, -2.038, 1.362)
H (5.160, -1.375, -1.023)
H (2.885, -0.762, -1.821)
H (-3.279, -1.362, 3.870)
H (-5.655, -1.489, 4.563)
H (-7.444, -1.390, 2.864)
H (-6.890, -1.156, 0.472)
C (-0.075, 3.669, -0.821)
S (0.745, 2.134, -0.449)
O (-0.214, 1.062, -1.066)
C (2.147, 2.161, -1.526)
C (1.991, 1.925, -2.887)
C (3.120, 1.920, -3.690)
C (4.372, 2.162, -3.132)
C (4.510, 2.400, -1.771)
C (3.390, 2.389, -0.952)
H (-0.263, 3.741, -1.891)
H (0.585, 4.470, -0.488)
H (-1.004, 3.684, -0.254)
H (1.011, 1.733, -3.307)
H (3.023, 1.737, -4.751)
H (5.247, 2.167, -3.769)
H (5.486, 2.591, -1.347)
H (3.481, 2.558, 0.115)
I (-0.140, -2.628, -2.266)

Atom charges from the natural (NBO) analysis, given in e for atoms 1 to 6: V 1.219; N -0.502; C 0.382; N -0.635; C 0.429; N -0.325